*one*
The following is a quantum chemistry calculation of a 2-piece molecular cluster, C9H14 overall, from OMol25.

Last column: natural (NBO) charge in e.
CARTESIAN COORDINATES (ANGSTROEM)
C 3.06268 0.96720 -0.58332  -0.64
C 2.00124 -0.25423 -0.69959  0.01
C 2.05786 -1.08957 -1.86799  -0.22
C 1.30186 -2.21586 -2.01245  -0.24
C 0.29445 -2.43369 -1.02336  -0.20
C -0.06849 -1.36930 -0.09420  -0.21
C 0.86825 -0.34204 0.14779  -0.24
H 2.34467 1.86432 -0.60392  0.23
H 3.87586 0.79987 -1.36445  0.22
H 3.64490 0.90791 0.31354  0.22
H 2.86747 -0.91776 -2.68108  0.21
H 1.25050 -3.01700 -2.82868  0.23
H -0.28227 -3.36570 -1.03915  0.21
H -0.94891 -1.65770 0.39361  0.22
H 0.65710 0.37895 0.87014  0.21
C -3.04643 2.25063 1.77460  -0.60
C -2.65209 0.73996 1.49753  -0.61
H -2.30671 2.81143 2.08684  0.19
H -3.46273 2.64374 0.79711  0.20
H -3.80518 2.27213 2.55789  0.20
H -3.34295 0.05397 2.18187  0.20
H -1.57166 0.61476 1.64455  0.20
H -2.73942 0.35799 0.53273  0.21

Calculated values
- LUMO: 0.03400 Eh
- 2S+1: 1
- Kohn-Sham gap: 9.7 eV
- Total charge: 0

***

*two*
The following is a quantum chemistry calculation of a 2-piece molecular cluster, C9H14 overall, from OMol25.

Last column: natural (NBO) charge in e.
CARTESIAN COORDINATES (ANGSTROEM)
C 0.40720 -1.43784 0.34352  -0.64
C 1.09442 -0.17965 0.86389  0.04
C 1.75279 -0.34534 2.05392  -0.25
C 2.21614 0.84870 2.62621  -0.18
C 2.16748 2.11364 2.11340  -0.25
C 1.64284 2.16110 0.78914  -0.18
C 1.12653 1.05005 0.14687  -0.25
H -0.59044 -1.24835 -0.05006  0.22
H 0.22321 -2.15903 1.11544  0.22
H 1.06462 -1.82900 -0.44618  0.22
H 1.99224 -1.29287 2.41165  0.22
H 2.79011 0.79125 3.59172  0.20
H 2.48103 3.07778 2.50172  0.23
H 1.54170 3.10779 0.25067  0.21
H 0.80502 0.95546 -0.86079  0.21
C -2.84473 0.05070 -2.15839  -0.61
C -2.42580 -1.40006 -2.20638  -0.60
H -1.88481 0.58996 -2.04165  0.20
H -3.38000 0.31916 -3.04750  0.21
H -3.44876 0.25152 -1.26762  0.20
H -3.15023 -2.10706 -2.59822  0.20
H -1.52259 -1.51018 -2.86102  0.20
H -2.05796 -1.80775 -1.27033  0.20

Calculated values
- LUMO: 0.03627 Eh
- 2S+1: 1
- Kohn-Sham gap: 10.0 eV
- Total charge: 0

***

*three*
The following is a quantum chemistry calculation of a 2-piece molecular cluster, C9H14 overall, from OMol25.

Last column: natural (NBO) charge in e.
CARTESIAN COORDINATES (ANGSTROEM)
C 1.53711 -1.27562 -0.75416  -0.64
C 0.40203 -1.40848 0.25389  0.00
C 0.44433 -0.46354 1.29598  -0.24
C -0.59155 -0.54880 2.22231  -0.19
C -1.60610 -1.51202 2.27981  -0.24
C -1.64755 -2.46339 1.22780  -0.21
C -0.62960 -2.40954 0.34066  -0.22
H 1.27181 -1.06766 -1.85225  0.23
H 2.05340 -2.31019 -0.77801  0.23
H 2.08655 -0.39857 -0.34052  0.23
H 1.03151 0.44654 1.30389  0.22
H -0.68013 0.35307 3.03409  0.20
H -2.56533 -1.35628 2.84805  0.22
H -2.47686 -3.13852 1.17639  0.22
H -0.40194 -3.21525 -0.46559  0.20
C 0.10714 3.31146 -1.42266  -0.65
C 0.15786 1.78603 -1.38126  -0.61
H -0.54138 3.53725 -2.23984  0.21
H -0.06023 3.92166 -0.55650  0.21
H 0.86600 3.98182 -1.86732  0.22
H -0.61388 1.11847 -1.14539  0.23
H 0.68567 1.49743 -2.42717  0.20
H 1.17115 1.61412 -0.75219  0.19

Calculated values
- LUMO: 0.03437 Eh
- 2S+1: 1
- Kohn-Sham gap: 9.8 eV
- Total charge: 0

***

Structures ranked by computed energy, the most stable listed first: *two*, *one*, *three*.